[1]
ORCA calculation (ωB97M-V with the def2-TZVPD basis set) on 8 unconnected molecules or ions with the total composition C28H61N7O10.

## Properties
LUMO level ... 2.99 eV
Energy above the lowest of the compared OMol25 structures with the same formula, charge and spin ... 209.9 kJ/mol
HOMO-LUMO gap ... 3.7 eV
E_tot ... -2239.03096 Eh
Net charge ... -2
HOMO energy ... -0.024 Ha

Structure (XYZ):
```
106
C28H61N7O10 (ωB97M-V with the def2-TZVPD basis set)
C -5.976 18.324 14.408
C -6.082 18.496 15.996
C -5.632 17.038 16.478
C -5.404 17.059 17.919
C -4.340 18.031 18.323
C -4.724 19.526 17.944
N -5.186 19.539 16.543
O -5.536 20.940 16.000
C -3.484 20.439 18.117
C -5.769 19.849 19.093
C -7.597 18.656 16.263
H -6.256 17.342 14.027
H -4.923 18.237 14.140
H -6.309 19.075 13.691
H -4.734 16.772 15.921
H -6.295 16.279 16.063
H -5.152 16.007 18.058
H -6.373 17.088 18.417
H -3.365 17.898 17.854
H -4.105 17.803 19.362
H -3.780 21.481 17.996
H -2.644 20.269 17.443
H -3.166 20.252 19.143
H -5.305 19.798 20.077
H -6.728 19.335 19.146
H -6.128 20.865 18.928
H -7.856 19.144 17.202
H -8.221 17.788 16.047
H -7.928 19.378 15.516
O -5.537 8.872 17.282
C -6.108 7.934 16.587
O -5.294 7.184 15.935
O -7.211 7.593 16.942
H -4.727 8.576 16.862
C 0.463 0.645 18.817
C -0.478 1.794 18.629
O -1.659 1.752 18.356
N 0.088 2.994 18.883
C -0.419 4.346 18.806
H 0.988 0.834 19.753
H 1.175 0.606 17.992
H -0.125 -0.268 18.913
H 1.092 3.026 18.990
H -1.502 4.233 18.755
H -0.083 4.962 17.972
H -0.231 4.853 19.752
C 1.887 9.705 24.728
C 0.830 10.068 23.730
O 1.210 10.308 22.595
N -0.440 10.036 24.079
C -1.410 10.214 23.036
H 1.427 9.145 25.542
H 2.383 10.601 25.101
H 2.684 9.110 24.282
H -0.671 9.555 24.937
H -1.211 9.759 22.066
H -1.503 11.282 22.842
H -2.323 9.679 23.298
C -7.900 6.873 7.983
C -6.899 6.778 9.057
O -7.032 5.900 9.870
N -5.846 7.548 9.049
C -5.769 8.831 8.278
H -7.429 6.715 7.013
H -8.609 7.700 7.954
H -8.597 6.038 8.062
H -5.087 7.400 9.699
H -5.063 9.535 8.719
H -6.752 9.302 8.251
H -5.444 8.601 7.263
C -1.649 11.518 13.729
C -0.439 10.538 13.456
O -0.442 9.861 12.405
N 0.621 10.494 14.279
C 0.795 11.287 15.483
H -1.521 12.462 13.198
H -1.657 11.822 14.776
H -2.616 11.058 13.528
H 1.361 9.828 14.111
H 0.705 10.514 16.246
H 0.246 12.220 15.615
H 1.837 11.592 15.581
C -7.128 3.922 23.745
C -7.347 4.682 22.402
O -6.888 4.144 21.303
N -7.854 5.905 22.425
C -8.344 6.700 23.552
H -7.059 4.525 24.650
H -6.217 3.324 23.761
H -7.872 3.132 23.851
H -7.986 6.215 21.473
H -8.518 6.137 24.469
H -9.348 6.939 23.203
H -7.649 7.514 23.756
C -13.384 6.800 12.877
C -13.406 5.248 12.987
O -12.411 4.550 13.198
N -14.613 4.753 12.672
C -14.979 3.379 12.417
H -13.376 6.999 11.805
H -12.627 7.362 13.424
H -14.289 7.207 13.328
H -15.349 5.436 12.785
H -15.732 2.952 13.079
H -14.124 2.703 12.408
H -15.227 3.374 11.355
```

=====

[2]
ORCA calculation (ωB97M-V with the def2-TZVPD basis set) on 6 unconnected molecules or ions with the total composition C28H61O10P2S.

## Properties
LUMO level ... -2.65 eV
HOMO-LUMO gap ... 8.7 eV
E_tot ... -2936.36841 Eh
Net charge ... +1
HOMO energy ... -0.416 Ha

Structure (XYZ):
```
102
C28H61O10P2S (ωB97M-V with the def2-TZVPD basis set)
C -1.070 -3.394 1.993
C -0.286 -2.145 1.276
C -1.242 -0.875 0.873
C -0.228 0.350 0.405
P -2.516 -1.235 -0.514
S -2.301 -3.172 -1.433
P -4.520 -0.805 0.226
C -4.820 -1.434 1.994
C -6.053 -2.490 2.183
C -5.896 -1.269 -1.004
C -7.025 -0.043 -0.931
H -1.621 -3.067 2.984
H -1.863 -3.936 1.326
H -0.235 -4.196 2.281
H 0.497 -1.741 2.080
H 0.384 -2.470 0.345
H -1.814 -0.484 1.831
H 0.074 0.111 -0.725
H 0.745 0.362 1.093
H -0.772 1.399 0.442
H -2.256 -0.256 -1.579
H -0.950 -3.532 -1.140
H -3.841 -1.947 2.444
H -5.066 -0.493 2.686
H -6.465 -2.973 1.201
H -5.657 -3.381 2.872
H -6.976 -2.003 2.754
H -5.420 -1.254 -2.100
H -6.360 -2.333 -0.877
H -7.274 0.060 0.232
H -7.989 -0.263 -1.556
H -6.473 0.955 -1.229
O 1.843 0.903 -1.989
C 2.987 0.954 -1.539
O 3.248 1.659 -0.417
C 4.501 1.633 0.289
C 5.484 2.615 -0.318
C 4.121 0.310 -2.276
H 4.901 0.616 0.346
H 4.283 1.937 1.319
H 5.720 2.361 -1.355
H 6.416 2.632 0.255
H 5.059 3.624 -0.329
H 4.464 0.981 -3.066
H 3.764 -0.624 -2.724
H 4.962 0.036 -1.639
O -4.930 -0.715 -4.046
C -5.738 0.045 -4.578
O -6.728 -0.445 -5.354
C -7.824 0.334 -5.868
C -7.433 1.035 -7.154
C -5.583 1.530 -4.445
H -8.206 1.024 -5.110
H -8.634 -0.373 -6.078
H -6.613 1.741 -6.996
H -8.283 1.581 -7.570
H -7.084 0.308 -7.895
H -4.856 1.883 -5.178
H -5.219 1.756 -3.436
H -6.515 2.083 -4.560
O -5.903 -3.326 9.303
C -5.689 -3.161 8.103
O -4.437 -2.916 7.660
C -4.051 -2.891 6.274
C -4.319 -1.530 5.663
C -6.824 -3.140 7.125
H -4.527 -3.705 5.718
H -2.974 -3.089 6.248
H -5.384 -1.281 5.682
H -3.975 -1.498 4.625
H -3.802 -0.748 6.229
H -7.278 -2.146 7.123
H -7.571 -3.878 7.439
H -6.538 -3.413 6.110
O 7.100 4.540 -0.168
C 7.239 5.201 0.860
O 6.293 5.174 1.823
C 6.440 5.758 3.130
C 6.090 7.233 3.105
C 8.416 6.114 1.021
H 7.438 5.568 3.536
H 5.736 5.234 3.785
H 6.759 7.796 2.448
H 6.151 7.661 4.109
H 5.075 7.379 2.721
H 8.212 7.058 0.511
H 9.294 5.639 0.567
H 8.683 6.311 2.059
O 5.222 -1.835 -3.422
C 6.375 -2.210 -3.628
O 7.232 -2.378 -2.598
C 8.533 -2.982 -2.708
C 9.568 -1.963 -3.143
C 6.873 -2.400 -5.028
H 8.505 -3.861 -3.360
H 8.790 -3.349 -1.708
H 9.342 -1.556 -4.132
H 10.564 -2.413 -3.173
H 9.585 -1.116 -2.449
H 7.176 -1.433 -5.436
H 6.060 -2.812 -5.637
H 7.700 -3.106 -5.110
```